76
Properties=species:S:1:pos:R:3:forces:R:3:lowdin_charge:R:1 method="wB97M-V/def2-TZVPD" total_energy_ev=-51018.744 charge=-1 fmax_ev_per_a=6.943 homo_lumo_gap_ev="3.134 / 3.136" relative_energy_kj_mol=45.3 homo_ha="-0.0588 / -0.0589"
Cs 0.39181 -1.80775 -0.31657 -0.26 -0.04 0.11 1.066
C 3.95374 -0.31956 0.04775 -0.76 0.74 0.64 -0.142
C 3.94824 -1.39387 1.15485 -1.19 0.36 -1.00 -0.165
O 2.80429 -2.26808 1.09024 0.45 0.67 0.46 -0.340
C 2.72272 -3.11698 2.26081 1.55 2.78 -0.37 -0.168
C 1.75195 -2.55008 3.23534 -0.64 0.97 0.85 -0.193
O 0.45648 -2.54312 2.63626 0.20 0.62 -0.08 -0.251
C -0.51003 -2.03220 3.53425 -0.74 -0.21 -0.02 -0.200
C -1.68543 -1.32704 2.85623 -0.68 0.48 -1.17 -0.138
O -1.17223 -0.14626 2.20985 1.45 -1.48 0.04 -0.175
C -1.94874 0.96451 2.03054 -0.33 1.17 0.42 -0.142
C 0.22250 1.70119 0.84173 -1.93 0.06 0.35 -0.127
O 0.77702 2.80992 0.15237 -0.08 -1.02 0.89 -0.055
C 2.19583 2.77297 0.23331 -0.18 -0.43 1.52 -0.169
C 2.79714 1.66512 -0.58977 1.08 0.24 -1.33 -0.194
O 2.66309 0.37021 -0.01011 1.51 -0.35 0.97 -0.252
H 4.15318 -0.66966 -0.96694 0.25 -0.34 0.16 0.130
H 4.72363 0.44672 0.34914 -0.48 -0.88 -0.36 0.132
H 4.01683 -0.83523 2.09618 -0.16 -0.41 0.15 0.131
H 4.75916 -2.06461 0.99438 1.29 -0.14 0.13 0.119
H 3.73611 -3.11715 2.73033 -0.73 -0.62 -0.27 0.143
H 2.40873 -4.05965 1.91957 -0.13 -1.45 -0.28 0.105
H 1.87741 -1.46575 3.62179 0.66 -1.68 -0.62 0.160
H 1.81908 -3.26416 4.07653 -0.45 0.38 0.21 0.136
H -0.09393 -1.33574 4.28382 0.10 -0.29 -0.31 0.134
H -0.87033 -2.93787 4.00090 -0.60 0.01 0.87 0.127
H -2.45266 -0.98003 3.61491 0.72 -0.78 -0.66 0.145
H -2.17243 -2.00094 2.04365 0.56 0.99 1.43 0.153
H -2.45580 1.22593 2.96873 0.09 0.24 -0.18 0.145
H -2.63373 0.90914 1.21774 -0.64 -0.54 -0.66 0.107
H -0.27061 0.99600 0.16300 0.72 0.12 -0.23 0.050
H 0.78273 1.23995 1.65590 0.66 0.27 -0.49 0.126
H 2.40647 2.52129 1.29210 0.46 0.41 -0.27 0.133
H 2.64028 3.75879 0.00998 -0.55 -0.42 -0.19 0.139
H 3.91503 1.95605 -0.77679 -1.90 -0.74 0.09 0.153
H 2.22137 1.54131 -1.51863 0.50 0.75 -0.25 0.137
C -0.74326 4.17065 3.06691 -1.16 -0.29 -0.97 -0.136
C -0.62942 2.82931 2.87039 0.56 0.59 0.89 -0.145
N -1.07569 2.18310 1.65815 0.79 -1.27 -0.96 -0.093
C -1.82051 3.00759 0.68264 -0.41 1.49 -1.24 -0.078
C -1.80170 4.44985 0.91002 -0.41 -1.79 -1.33 -0.193
C -1.41987 4.97202 2.14747 0.71 0.93 1.55 -0.137
C -2.13155 5.25770 -0.20522 -0.70 -0.37 2.69 -0.101
C -2.59951 4.75939 -1.36911 0.72 -0.57 -1.21 -0.146
C -2.65979 3.40621 -1.62843 0.59 -1.37 1.58 -0.040
C -2.20224 2.43667 -0.60320 0.23 0.25 -0.68 -0.164
N -1.95163 1.06288 -0.92699 -0.42 1.79 0.34 0.029
C -2.52785 0.60573 -2.06944 -0.45 -1.61 -0.91 -0.263
C -3.90195 0.73362 -2.39703 -0.97 0.84 1.00 -0.061
C -4.50848 0.39907 -3.61740 1.70 -0.88 0.67 -0.098
C -3.67850 -0.12933 -4.56413 -0.63 -0.39 -1.20 -0.108
C -2.32093 -0.39964 -4.34197 -0.57 -0.21 -0.79 -0.186
C -1.53816 -0.88317 -5.47548 -0.34 0.01 0.62 -0.004
C -0.20204 -0.94911 -5.20511 -0.12 0.00 -0.03 -0.070
C 0.25061 -0.68919 -3.87730 1.62 -1.17 -0.26 -0.207
N -0.44538 -0.62602 -2.81048 -2.37 2.90 0.26 -0.052
C -1.77815 -0.21242 -3.05426 0.53 0.27 0.57 -0.124
H -0.35226 4.57840 3.98411 0.01 0.09 0.21 0.094
H -0.07498 2.20634 3.54551 0.14 -0.47 -0.05 0.092
H -1.63352 5.98626 2.47263 0.12 0.10 -0.63 0.079
H -2.37371 6.25518 0.05190 0.49 1.31 -0.09 0.084
H -2.65314 5.51710 -2.14005 -0.85 -0.25 -0.47 0.096
H -2.97501 3.03680 -2.58800 0.10 -0.06 -0.13 0.080
H -4.58358 1.16756 -1.63364 0.81 -0.13 -0.39 0.119
H -5.56677 0.36707 -3.77540 -0.42 0.48 0.10 0.093
H -4.07937 -0.46528 -5.51727 -0.03 0.21 -0.05 0.093
H -2.09392 -1.12668 -6.45182 1.23 0.34 1.62 0.138
H 0.60903 -1.33904 -5.79037 -0.15 0.17 -0.97 0.092
H 1.32995 -0.64714 -3.67807 -0.06 -0.59 -0.43 0.108
C 1.44852 -6.52704 -0.39428 1.57 -2.98 0.61 -0.113
O 2.73851 -5.98934 -0.82176 -3.96 0.05 -2.21 -0.213
C 3.89188 -6.44530 -0.37429 5.51 1.58 3.92 -0.561
O 4.61456 -7.40334 -0.54446 -2.53 -0.67 -1.42 -0.064
H 0.91431 -5.82716 0.25449 -0.15 0.33 -0.70 0.045
H 1.72870 -7.38401 0.34078 -0.70 1.04 -1.22 0.082
H 0.91787 -6.98866 -1.27341 0.16 0.83 1.11 0.074